Entry 1:
51
Properties=species:S:1:pos:R:3:forces:R:3 method="wB97M-V/def2-TZVPD" energy_ha=-1683.70284 charge=+2 fmax_ev_per_a=3.55 lumo_energy_ev="-5.80 / -9.55" multiplicity=2 de_lowest_kj_mol=169.2 homo_ev="-14.314 / -14.251"
C -0.39211 2.38175 -1.74404 0.36 0.07 0.61
C 0.02207 1.25039 -2.65450 0.66 0.34 -0.55
N 0.41821 0.11174 -2.08410 -1.36 -0.17 0.72
C 0.28314 -1.03545 -2.78343 0.03 0.61 -0.66
C 0.27092 -0.98966 -4.18892 -0.16 -0.05 0.50
C 0.09672 0.23905 -4.82337 0.25 0.28 0.48
C -0.08888 1.38400 -4.03479 -0.20 -0.10 0.05
C -0.26382 -2.14833 -1.97398 1.47 -0.61 -0.26
P 0.54759 -2.48885 -0.35579 -1.21 -2.92 -1.61
H -0.34261 2.36648 -4.44936 0.07 -0.55 0.02
H 0.32202 -1.92238 -4.73579 -0.16 0.10 -0.10
H 0.05479 0.31281 -5.90524 0.02 -0.09 0.13
C 1.67486 2.72261 -0.50688 0.32 0.23 -0.12
C -0.45398 3.12608 0.58232 -0.44 0.35 -0.06
H -0.55594 -3.04068 -2.56644 0.44 0.23 0.63
H -1.48000 2.35085 -1.56978 0.33 -0.15 -0.21
H -0.15430 3.34511 -2.21884 -0.06 -0.12 0.24
C 2.01518 -3.57115 -0.41938 0.31 0.97 0.37
C -0.77440 -3.42603 0.51374 0.01 0.13 0.37
H 2.34224 -3.80448 0.59574 -0.11 -0.11 -0.04
H 1.79544 -4.48383 -0.97654 -0.22 0.12 0.02
H 2.82658 -3.02602 -0.89913 0.07 -0.09 -0.15
H -0.96205 -2.94933 1.48642 -0.02 -0.31 -0.17
H -1.70919 -3.35177 -0.06076 0.44 0.10 0.14
H -0.49760 -4.48693 0.64981 0.10 0.54 -0.01
H -0.47722 4.17723 0.24811 0.06 -0.28 0.17
H -1.48950 2.76928 0.66008 0.26 0.09 0.04
H 0.01796 3.07281 1.57373 -0.03 -0.03 -0.44
H 1.73775 3.74931 -0.89994 -0.07 -0.21 0.18
H 2.16363 2.68740 0.47272 -0.17 0.01 -0.15
H 2.22300 2.07303 -1.19146 -0.09 -0.03 0.04
In 0.29677 0.01242 0.35068 -2.07 1.35 -1.20
H 1.97341 -0.41206 0.70873 0.02 -0.01 0.09
O -1.80425 -0.80384 -0.50237 0.25 0.73 0.72
H -1.18213 -1.58648 -1.44370 -0.06 -0.33 -0.27
H -2.65942 -0.53438 -0.88578 0.54 0.39 0.67
N 0.26434 2.29399 -0.40392 0.03 -0.61 0.33
C 0.47727 -1.08071 4.57834 0.11 -0.14 0.25
P -0.48434 0.21096 3.79143 -0.12 -0.13 -0.07
C -2.11908 0.16910 4.51346 -0.10 0.15 0.35
C 0.38413 1.75384 4.09740 -0.17 -0.02 0.47
O -0.65084 0.01402 2.28470 0.47 -0.03 -0.94
H 0.14914 -1.16894 5.62494 0.22 0.12 -0.22
H 1.54545 -0.82317 4.55409 -0.28 -0.21 0.00
H 0.30151 -2.05946 4.11732 0.05 0.26 -0.05
H -2.06826 0.41528 5.58177 0.00 -0.01 -0.18
H -2.76611 0.90273 4.01460 0.12 -0.29 0.08
H -2.53695 -0.84886 4.42688 0.17 0.44 -0.13
H 1.27315 1.79875 3.44344 -0.48 0.12 0.17
H -0.30859 2.60243 3.97417 0.46 -0.22 -0.12
H 0.74408 1.74922 5.13378 -0.08 0.12 -0.14

Entry 2:
56
Properties=species:S:1:pos:R:3:forces:R:3 method="wB97M-V/def2-TZVPD" energy_ha=-2038.58944 charge=-1 fmax_ev_per_a=4.17 lumo_energy_ev=2.24 homo_ev=-6.152
N 0.06303 0.54601 0.72171 -1.53 0.87 -1.42
O -0.40851 -0.01866 -0.28846 -0.15 -1.08 -0.76
O 0.29358 1.75155 0.62869 0.87 1.32 0.29
O 0.17503 -0.05039 1.76968 0.67 -1.14 1.82
C -1.52482 4.77315 -0.07112 0.11 1.26 0.56
C -1.83798 6.15840 0.43698 0.25 -0.34 -0.26
N -2.13358 7.21716 0.79206 0.25 -0.83 -0.23
H -0.56358 4.71855 -0.58213 -0.12 0.40 -0.18
H -2.33260 4.52624 -0.76005 0.13 -0.44 0.24
H -1.37901 4.09970 0.77345 -0.56 -0.17 -0.10
C 0.13577 -0.48695 5.14710 -0.34 1.25 -0.18
C 0.66061 -0.30353 6.44561 1.65 0.30 3.04
N 1.14320 -0.13510 7.48582 -0.62 -0.20 -1.02
H -0.50592 0.38723 5.03682 -0.78 -0.39 -0.35
H -0.38249 -1.44584 5.15307 0.19 0.17 -1.00
H 0.94162 -0.19997 4.47157 -0.10 -1.12 -0.62
C -2.97580 0.39161 -2.82555 1.69 0.74 1.20
S -3.08072 -1.36173 -3.10199 -1.34 -1.26 -1.79
O -3.89465 -1.53003 -4.39114 1.18 0.12 1.38
C -1.29105 -1.79251 -3.42807 -0.70 0.74 1.14
H -3.85843 1.03067 -2.85157 -0.27 -0.71 -1.07
H -2.09155 0.73998 -3.35925 -0.45 0.52 -0.45
H -2.69263 0.56037 -1.78660 0.41 -0.52 0.35
H -1.12686 -2.86484 -3.53415 -0.60 0.08 -0.60
H -0.84759 -1.60421 -2.45033 0.27 0.52 0.10
H -0.84755 -1.16472 -4.20091 -0.11 -0.20 -0.08
C 2.06347 -0.00988 -2.33076 -0.02 -0.49 -2.02
S 2.64575 1.47791 -3.13170 1.38 1.37 0.01
O 4.13188 1.62380 -2.85619 -1.10 -0.23 0.04
C 2.64295 1.04168 -4.92712 -0.04 -0.32 1.50
H 2.64795 -0.78906 -2.82000 0.62 -0.38 0.95
H 1.09855 -0.21477 -2.79450 -0.51 0.37 0.64
H 2.03267 0.08184 -1.24507 0.09 -0.10 -0.36
H 1.71257 0.50932 -5.12485 0.08 0.19 -0.52
H 3.53666 0.42958 -5.04842 -0.15 -0.16 -0.12
H 2.78818 1.99742 -5.43067 -0.34 -0.21 -0.09
C 3.69480 0.94931 3.44549 -0.78 0.44 -0.26
C 4.50917 0.13806 2.54983 4.04 -0.52 -0.89
O 5.73638 0.03330 2.72672 -1.99 -0.09 -0.21
C 3.89221 -0.48942 1.32449 -1.02 0.03 -0.32
H 2.76894 1.01569 2.87412 -0.75 0.20 1.20
H 4.09160 1.95604 3.57643 0.24 -0.12 -0.08
H 3.72335 0.45578 4.41694 -0.70 0.08 0.07
H 4.46075 -0.23851 0.42900 0.27 -0.22 0.17
H 2.86945 -0.15600 1.14873 -0.04 0.38 0.14
H 3.73604 -1.56521 1.40431 0.61 -0.15 0.16
C -3.13254 -2.13483 1.35115 -0.63 -0.18 -0.54
C -3.07334 -3.61546 0.98246 -0.99 2.13 -1.23
O -2.43320 -4.35835 1.65103 0.84 -1.43 0.72
C -3.92132 -4.09441 -0.18963 0.24 -0.07 -0.05
H -3.42018 -2.20348 2.40026 0.37 0.71 0.14
H -3.89335 -1.58973 0.79246 -0.37 -0.26 0.07
H -2.24126 -1.55070 1.12194 0.52 -0.43 0.55
H -4.28248 -5.08209 0.09698 -0.07 -0.03 -0.44
H -3.30784 -4.12739 -1.08999 0.39 -0.45 0.09
H -4.71550 -3.43238 -0.53473 -0.19 0.07 0.67

Entry 3:
56
Properties=species:S:1:pos:R:3:forces:R:3 method="wB97M-V/def2-TZVPD" energy_ha=-1350.14188 charge=+3 fmax_ev_per_a=5.46 lumo_energy_ev="-8.15 / -11.90" multiplicity=6 homo_ev="-17.451 / -17.422"
Ru 0.34553 -0.53534 0.04836 -1.00 0.66 -0.39
C 4.67610 2.90634 -0.56285 0.23 0.93 0.18
N 3.97328 1.70281 -0.93916 -1.37 -0.75 0.59
C 4.57822 0.95140 -2.01529 0.35 -0.54 -0.80
C 2.82068 1.31622 -0.40967 1.43 1.55 0.29
O 2.21159 0.30479 -0.82815 -1.85 -1.64 0.13
C 2.24252 2.11926 0.76054 0.41 0.34 -0.26
O 0.95769 1.60727 1.08347 -0.13 -0.93 -0.36
C 0.53308 1.72259 2.43312 -0.44 0.09 0.43
C 0.21774 0.32827 3.00905 -0.20 1.39 1.75
O 0.22798 -0.66736 2.25082 0.12 -1.02 -2.26
N -0.05859 0.20781 4.29972 0.39 -0.12 -1.64
C -0.17918 1.31105 5.21855 0.17 0.76 0.64
C -0.21535 -1.09964 4.89864 -0.24 -0.95 0.26
H 5.73456 2.79609 -0.79628 -0.11 -0.12 0.08
H 4.58551 3.12462 0.49741 0.01 -0.02 0.05
H 4.30628 3.75883 -1.14044 -0.01 -0.06 0.06
H 5.61703 0.72429 -1.76494 -0.14 0.03 0.08
H 4.58130 1.54741 -2.93307 -0.07 -0.04 0.12
H 4.04095 0.02114 -2.18692 0.07 0.16 0.00
H 2.14667 3.18053 0.48169 0.10 -0.29 0.11
H 2.92931 2.02331 1.61447 -0.16 0.06 -0.14
H -0.38072 2.33479 2.43174 0.23 -0.10 0.16
H 1.29674 2.21377 3.04562 -0.14 -0.04 -0.10
H -0.47193 2.23455 4.72832 -0.04 0.00 -0.04
H 0.75641 1.46504 5.76024 0.04 0.02 -0.08
H -0.93107 1.06531 5.96841 -0.08 0.01 -0.18
H 0.16349 -1.87767 4.24056 -0.01 0.10 0.06
H -1.26704 -1.29995 5.11449 0.02 0.09 -0.06
H 0.32623 -1.13567 5.84445 0.06 0.11 -0.10
N -0.35874 -2.40308 -1.29339 1.31 0.43 1.11
C -1.22408 -1.91082 -2.34615 -1.93 1.48 -0.16
C -2.05440 -2.97298 -3.06932 0.46 -0.08 -0.04
C -2.57215 -2.48957 -4.43477 -0.07 -0.23 0.14
C -3.97318 -3.02351 -4.75968 0.44 0.04 -0.52
N -4.91826 -2.51918 -3.78865 -0.55 0.21 0.39
C -5.75599 -3.19009 -2.99768 0.39 0.35 -0.30
N -6.32155 -2.54143 -1.98141 -0.22 0.07 0.27
N -6.00519 -4.48548 -3.17427 -0.04 -0.25 -0.06
C -2.24465 -0.78678 -1.65852 0.37 -4.15 -3.52
O -3.38076 -0.80382 -2.04910 -0.50 0.85 0.58
O -1.63453 -0.08276 -0.84718 2.82 2.34 3.49
H 0.51734 -2.78272 -1.66299 -0.34 -0.26 0.01
H -0.82267 -3.12571 -0.73852 0.19 0.05 -0.11
H -0.63639 -1.30225 -3.04689 0.07 -0.31 0.07
H -2.89924 -3.26098 -2.43946 0.08 0.06 0.13
H -1.43147 -3.86424 -3.20199 -0.09 0.01 -0.07
H -1.89132 -2.81061 -5.22278 -0.02 0.09 -0.06
H -2.61593 -1.39978 -4.46004 0.04 0.03 -0.04
H -3.96690 -4.11295 -4.77354 -0.06 0.00 0.04
H -4.25519 -2.66579 -5.75661 -0.02 -0.22 0.13
H -4.79844 -1.53320 -3.57868 -0.08 -0.26 0.11
H -6.13371 -1.56420 -1.80973 0.06 -0.16 -0.06
H -7.02002 -2.98207 -1.40369 -0.01 0.05 -0.12
H -5.74330 -4.95589 -4.02534 -0.02 0.09 0.02
H -6.68080 -4.96415 -2.59704 0.08 0.09 -0.03